No. 1
Entry from the Open Molecules 2025 dataset: a 2-piece molecular cluster, C4H11N5O overall at a distorted geometry (ωB97M-V/def2-TZVPD).

Structure (XYZ):
```
21
Properties=species:S:1:pos:R:3:lowdin_charge:R:1
C -1.2735 -1.3978 0.0990 -0.1006
C 0.9409 -0.5132 -0.4705 -0.2767
C -0.2674 1.0863 1.1383 -0.0377
C 1.6450 1.7426 -0.0775 -0.0351
N -2.2698 1.1612 -0.6861 0.3055
N -2.0642 -2.3566 0.5498 0.1847
N 1.9913 -0.6828 -1.3013 0.2508
N 0.7678 0.6666 0.2085 -0.1121
N 0.0568 -1.5302 -0.2105 0.1080
O -3.3251 1.3594 -0.5580 0.3570
H -0.4273 0.2006 1.6502 0.0664
H 0.0350 1.9469 1.8300 0.1575
H -1.2129 1.4020 0.6888 0.0268
H 1.0397 2.6594 0.3111 0.1368
H 2.5684 1.7035 0.4986 0.1266
H 1.7534 1.9066 -1.1378 0.1013
H -3.0644 -2.1436 0.8106 0.1697
H -1.7619 -3.2516 0.6299 0.0834
H 2.6624 0.0521 -1.5653 0.1547
H 1.8585 -1.5715 -1.7830 0.1461
H 0.3473 -2.4399 -0.6249 0.1869
```

## Properties
- LUMO (alpha / beta) (eV) = -10.39 / -10.40
- total charge = +2
- electronic energy (Ha) = -507.23007
- highest occupied orbital energy (alpha / beta) (eV) = -17.194 / -17.192
- orbital gap (alpha / beta) (eV) = 6.80 / 6.80

No. 2
Entry from the Open Molecules 2025 dataset: a 4-piece molecular cluster, C2H10N2O3 overall at a distorted geometry (ωB97M-V/def2-TZVPD).

Structure (XYZ):
```
17
Properties=species:S:1:pos:R:3:lowdin_spin:R:1
O -1.0965 -0.5587 -1.6936 0.0450
C -2.2202 -0.0919 -1.3702 0.0015
N -2.5083 0.5878 -0.2958 0.0192
C -0.0869 -0.5111 1.2368 0.1060
N 1.1306 -0.0869 1.8644 0.5543
H -3.0497 -0.3245 -2.0818 0.0042
H -3.4674 0.9522 -0.3337 0.0004
H -0.0371 -1.5889 1.0864 0.0046
H -0.1979 0.0159 0.2582 0.0549
H 1.0932 0.9009 2.0883 0.0164
H -0.9541 -0.3350 1.8723 0.0156
H 1.7737 0.6411 -0.8588 -0.0016
H 0.3437 0.6762 -1.5169 -0.0007
O 1.0695 1.2479 -1.1836 0.0012
H 3.6029 -0.7250 -0.1969 0.0026
H 1.9491 -0.2815 1.1864 0.0173
O 2.6556 -0.5184 -0.0616 0.1589
```

## Properties
- LUMO (alpha / beta) (eV) = 4.02 / 0.81
- total charge = -1
- electronic energy (Ha) = -417.36487
- highest occupied orbital energy (alpha / beta) (eV) = -4.211 / -4.087
- <S²> = 0.76
- orbital gap (alpha / beta) (eV) = 8.23 / 4.90
- spin multiplicity = 2

No. 3
Entry from the Open Molecules 2025 dataset: the molecule C8H12N2O2S4 at a distorted geometry (ωB97M-V/def2-TZVPD).

Structure (XYZ):
```
28
Properties=species:S:1:pos:R:3:lowdin_charge:R:1
O -1.0929 1.0902 -4.0558 -0.0437
C -0.5871 0.8917 -2.7088 -0.2741
C -0.5962 2.2516 -1.8486 -0.0569
N 0.7749 1.9254 -1.4383 -0.1420
C 1.3871 1.8833 -0.1943 -1.1241
S 2.8606 1.0297 0.0796 0.5394
S 0.8345 2.8612 1.1113 0.5530
S 0.5828 1.6556 2.8557 0.5430
C -0.7554 0.5798 2.3280 -1.1185
S -2.3392 0.9890 2.7049 0.5800
N -0.5547 -0.7008 1.7332 -0.1806
C -1.2118 -1.9950 2.0835 -0.0503
C 0.1470 -2.6923 1.6398 -0.2681
O 0.8231 -3.3639 2.7445 -0.0456
C 0.6711 -1.3089 1.2776 -0.1539
C 0.9149 0.9274 -2.5164 -0.1154
H -1.9327 0.6157 -4.2022 0.0977
H -1.0960 0.0258 -2.2404 0.1526
H -1.4139 2.2667 -1.0901 0.1275
H -0.5247 3.1571 -2.3790 0.1072
H -1.3652 -2.1383 3.1765 0.1344
H -2.1275 -2.1989 1.6374 0.0833
H 0.0929 -3.2623 0.7474 0.1227
H 1.6778 -3.7449 2.3748 0.1247
H 1.4603 -0.8340 1.8470 0.0818
H 0.7062 -1.1676 0.2108 0.0956
H 1.2592 1.2551 -3.5116 0.1403
H 1.4049 0.0017 -2.3663 0.0901
```

## Properties
- SMILES = OC1CN(C(=S)SSC(=S)N2CC(O)C2)C1
- LUMO (eV) = -1.12
- total charge = 0
- electronic energy (Ha) = -2164.63473
- highest occupied orbital energy (eV) = -8.264
- orbital gap (eV) = 7.14

No. 4
Entry from the Open Molecules 2025 dataset: C16H31NNiP2 as an isolated structure at a distorted geometry (ωB97M-V/def2-TZVPD).

Structure (XYZ):
```
51
Properties=species:S:1:pos:R:3:lowdin_spin:R:1
P 0.3320 -1.9334 -2.3270 0.2927
P -0.1463 2.5135 -1.6632 0.2474
C 1.0610 0.1769 -3.1644 0.4338
C 0.9472 1.6634 -2.8763 0.1283
H 1.0795 0.0926 -4.3057 0.0085
H 2.1361 -0.0354 -3.0732 0.0092
H 1.9566 2.0725 -2.6770 0.0152
H 0.7467 2.1591 -3.8468 0.0047
C -1.7226 3.1536 -2.1862 0.0430
H -2.1928 3.6879 -1.3498 0.0101
H -2.4457 2.3878 -2.4849 0.0088
H -1.5682 3.8758 -2.9922 0.0007
C 1.0381 3.7620 -1.2119 0.0711
H 0.8030 4.6131 -1.8603 0.0093
H 2.0614 3.4178 -1.3915 0.0059
H 0.9868 4.0009 -0.1508 0.0042
C -0.8690 -3.2173 -2.9951 0.0799
H -1.0087 -4.0237 -2.2538 0.0150
H -0.5189 -3.6569 -3.9446 0.0010
H -1.8335 -2.7019 -3.1390 0.0026
C 1.9498 -2.7975 -2.4571 0.0142
H 2.7210 -2.0162 -2.4448 0.0003
H 2.0346 -3.4114 -3.3652 -0.0001
H 2.0383 -3.4273 -1.5618 0.0052
Ni -0.3178 -0.2446 -4.8653 0.0568
C 0.2094 1.2697 -6.0211 0.0019
C -1.1421 1.1675 -5.6459 -0.0101
C -2.1882 0.5134 -6.5351 -0.0026
C -1.7421 -0.9059 -6.9661 -0.0016
C -1.0096 -1.6178 -5.8656 -0.0048
C 0.4119 -1.6561 -5.7469 -0.0051
C 1.3768 -0.9222 -6.6132 -0.0008
C 0.9511 0.5379 -7.0620 0.0001
C -0.0366 -2.0926 -0.5580 0.0357
H 0.7180 2.1957 -5.7073 0.0008
H -1.5050 1.9558 -4.9683 -0.0013
H -2.4348 1.1298 -7.4094 -0.0007
H -3.1089 0.4202 -5.9510 0.0000
H -2.6231 -1.5147 -7.1825 -0.0002
H -1.0860 -0.8770 -7.8366 -0.0001
H -1.6003 -2.3623 -5.3227 0.0006
H 0.8443 -2.5310 -5.2661 -0.0008
H 1.5922 -1.5110 -7.5107 -0.0005
H 2.3494 -0.8409 -6.0938 0.0003
H 1.9034 1.0577 -7.2773 0.0001
H 0.4413 0.4848 -8.0359 0.0000
H 0.7934 -1.6946 0.0167 -0.0001
H -0.2297 -3.1254 -0.2639 0.0080
H -0.8926 -1.4530 -0.3241 0.0032
N -0.7912 0.7936 0.6010 0.3157
C -0.4692 1.4674 -0.3059 0.1948
```

## Properties
- LUMO (alpha / beta) (eV) = 0.47 / 0.46
- total charge = 0
- electronic energy (Ha) = -2873.63343
- highest occupied orbital energy (alpha / beta) (eV) = -3.997 / -7.386
- <S²> = 2.01
- orbital gap (alpha / beta) (eV) = 4.47 / 7.84
- spin multiplicity = 3

No. 5
Entry from the Open Molecules 2025 dataset: a 2-piece molecular cluster, H2S3 overall at a distorted geometry (ωB97M-V/def2-TZVPD).

Structure (XYZ):
```
5
Properties=species:S:1:pos:R:3:lowdin_charge:R:1
S 1.9169 0.5326 -0.6864 0.2034
S -1.2586 -0.6175 1.2287 0.2940
S 0.4286 -0.3297 -1.5196 0.0073
H 1.3375 1.6555 -0.2737 -0.1874
H -2.4244 -1.2409 1.2509 -0.3173
```

## Properties
- LUMO (alpha / beta) (eV) = -2.25 / -1.84
- total charge = 0
- electronic energy (Ha) = -1195.67571
- highest occupied orbital energy (alpha / beta) (eV) = -9.016 / -9.378
- orbital gap (alpha / beta) (eV) = 6.77 / 7.53

No. 6
Entry from the Open Molecules 2025 dataset: a 2-piece molecular cluster, C2H6OS overall at a distorted geometry (ωB97M-V/def2-TZVPD).

Structure (XYZ):
```
10
Properties=species:S:1:pos:R:3:lowdin_charge:R:1
C -1.4870 -0.3157 -0.0671 -0.4053
C 1.4058 0.3345 -0.4896 -0.3811
O 0.2761 0.3116 2.4794 -0.2853
S -0.2183 0.9408 0.0515 0.8248
H -2.1507 -0.2122 0.8828 0.0765
H -1.0011 -1.3732 -0.0272 0.0843
H -2.0325 -0.1781 -0.9278 -0.0184
H 1.4399 0.0990 -1.5759 0.0496
H 1.5609 -0.6280 -0.1340 0.0024
H 2.2069 1.0213 -0.1921 0.0525
```

## Properties
- LUMO (alpha / beta) (eV) = -0.82 / -1.39
- total charge = 0
- electronic energy (Ha) = -553.02101
- highest occupied orbital energy (alpha / beta) (eV) = -9.035 / -9.169
- orbital gap (alpha / beta) (eV) = 8.21 / 7.78